A structure of composition C48H49ClN2O6PRuSi2. Source: the OMol25 dataset; level of theory: ωB97M-V with the def2-TZVPD basis set.

Total charge = -2
HOMO-LUMO gap (alpha / beta) = 4.85 / 4.86 eV
Lowest unoccupied orbital energy (alpha / beta) = 4.04 / 3.79 eV
Spin multiplicity = 6
E = -105984.6459 eV
Relative energy (zero: lowest compared OMol25 entry of this formula, charge and spin) = 1.792 eV

The geometry in XYZ format:
```
110
Properties=species:S:1:pos:R:3:forces:R:3
Ru -0.366023 -0.516588 -0.374378 -0.26 0.43 -0.44
C 1.311841 0.202837 -4.330085 0.01 0.08 -0.06
O 0.084158 -0.044925 -5.016612 0.08 -0.25 0.04
C -1.065824 0.427917 -4.442414 -0.01 0.11 -0.18
C -1.982583 1.007624 -5.294842 -0.07 0.08 -0.01
C -3.183107 1.517949 -4.805773 0.01 0.00 0.05
C -3.414302 1.479753 -3.446009 -0.05 0.05 -0.08
C -2.500892 0.900184 -2.556965 -0.13 -0.05 0.24
C -2.836799 0.987162 -1.137236 -0.07 0.21 -0.31
N -2.028319 0.739048 -0.175966 -0.06 -0.22 0.42
N -2.419095 1.016922 1.104757 0.35 -0.17 0.07
C -1.491509 0.588754 1.972088 0.08 -0.13 -0.51
O -0.406032 -0.075837 1.578323 -0.17 -0.06 -0.03
C -1.612342 0.809438 3.365729 0.17 -0.01 0.56
C -0.513109 0.368495 4.270639 -0.93 -0.18 0.06
C -1.019456 0.180886 5.661907 0.17 -0.04 -0.31
C -2.136237 0.790477 6.107060 -0.16 0.17 0.01
C -2.977839 1.561509 5.232502 0.18 -0.09 0.16
C -2.723053 1.503813 3.889040 0.07 0.00 -0.12
C -1.335797 0.276387 -3.062708 0.15 -0.27 0.30
O -0.506302 -0.473617 -2.368563 0.13 0.07 -0.18
H 1.417111 -0.412702 -3.443180 0.00 -0.03 -0.01
H 1.382275 1.252567 -4.033416 -0.02 0.01 0.02
H 2.098248 -0.030076 -5.046530 0.01 0.03 -0.03
H -1.734078 1.058562 -6.348652 0.01 0.00 0.02
H -3.904448 1.965075 -5.478618 0.01 0.00 0.02
H -4.318853 1.914010 -3.034073 0.00 0.01 -0.01
H -3.811585 1.388114 -0.864123 -0.04 0.07 -0.07
H -0.034846 -0.538877 3.920164 0.21 0.12 0.00
H -0.417586 -0.418807 6.337151 -0.03 0.02 -0.01
H -2.432359 0.663873 7.145988 0.01 0.00 -0.02
H -3.846010 2.082913 5.617605 0.01 -0.04 0.00
H -3.411297 1.952519 3.181799 0.03 0.00 -0.01
O 0.811346 1.393279 -0.694481 0.18 -0.27 0.56
C 1.279000 1.973943 0.347622 -0.20 -0.47 -0.24
C 1.255288 3.332692 0.769068 -0.13 0.19 -0.20
C 0.725013 4.534758 0.268459 0.04 0.06 0.08
C 0.943525 5.683333 1.027456 0.01 -0.10 0.02
C 1.659276 5.651906 2.224498 -0.01 -0.11 -0.03
C 2.189952 4.433821 2.707850 0.00 0.10 0.00
C 1.986187 3.299128 1.971309 0.00 -0.05 0.06
P 2.321269 1.441224 1.785361 0.20 0.66 -0.12
C 2.025004 0.996979 3.509858 -0.35 -0.12 -0.04
C 3.021520 0.352023 4.210593 0.01 -0.16 0.20
C 3.076100 0.409809 5.610589 -0.05 0.01 -0.10
C 2.189265 1.286205 6.284167 0.08 -0.06 -0.11
C 1.175793 1.892938 5.610986 -0.12 -0.02 -0.13
C 0.831528 1.522714 4.224229 0.76 0.33 0.09
C 4.091171 1.689320 1.389404 0.02 -0.17 0.05
C 5.004512 2.161347 2.323817 -0.01 0.05 0.06
C 6.319313 2.418959 1.954634 -0.04 -0.01 -0.03
C 6.724710 2.219860 0.642493 -0.07 -0.03 -0.03
C 5.809907 1.759281 -0.298387 -0.01 0.03 0.06
C 4.501173 1.490762 0.073480 0.05 0.01 0.03
H 0.148290 4.559828 -0.647758 0.02 0.00 0.00
H 0.533799 6.628531 0.686629 0.01 0.01 -0.01
H 1.798831 6.566018 2.790454 -0.01 0.00 -0.01
H 2.735931 4.411360 3.647224 -0.02 -0.01 -0.03
H 3.837234 -0.129935 3.678319 -0.03 0.02 0.03
H 3.870437 -0.095032 6.145881 0.00 0.01 -0.01
H 2.349920 1.505928 7.335152 -0.01 -0.01 -0.01
H 0.510758 2.578255 6.123392 0.00 -0.02 0.02
H 0.379009 2.356746 3.693891 -0.15 -0.05 -0.04
H 4.685334 2.328468 3.347249 0.02 -0.01 -0.04
H 7.026683 2.778826 2.692877 -0.01 0.00 0.01
H 7.750358 2.419105 0.353935 0.00 0.00 -0.01
H 6.120532 1.591299 -1.322609 0.00 0.02 0.00
H 3.790157 1.115455 -0.653789 0.02 -0.03 0.04
Cl 0.945160 -5.893341 4.690025 0.01 0.01 -0.02
C 1.587638 -4.563997 3.748045 0.02 -0.01 0.01
C 0.767077 -3.501126 3.425495 -0.05 0.12 -0.07
C 1.292546 -2.446322 2.685222 -0.14 0.00 0.11
C 2.615840 -2.462624 2.278920 0.13 0.15 -0.13
C 3.421966 -3.542037 2.613642 0.06 -0.19 0.02
C 2.913969 -4.603334 3.349652 0.11 0.05 -0.06
C 3.226788 -1.304031 1.512427 -0.36 0.04 0.08
O 4.412518 -1.319507 1.253074 0.35 -0.06 -0.02
O 2.389609 -0.355682 1.168749 -0.08 -0.16 0.15
H -0.266236 -3.490992 3.748384 0.02 0.03 0.00
H 0.675928 -1.594411 2.423259 0.02 -0.06 -0.03
H 4.454718 -3.532849 2.287214 -0.02 -0.01 0.03
H 3.534256 -5.447944 3.618973 0.00 0.01 -0.01
C -3.008130 -2.602468 0.890047 -0.10 0.12 0.14
Si -2.025394 -3.233421 -0.572998 0.00 -0.21 0.24
C -2.153395 -5.117839 -0.477081 0.09 -0.16 -0.03
C -2.912808 -2.748914 -2.146488 -0.03 0.15 -0.19
C -0.270115 -2.657925 -0.457520 -0.06 0.64 0.24
Si 0.967462 -3.317923 -1.655529 0.16 -0.08 -0.01
C 0.388698 -3.366990 -3.438343 -0.15 0.00 -0.17
C 2.580009 -2.370045 -1.588807 0.09 0.22 0.10
C 1.384905 -5.104583 -1.209644 0.08 -0.15 0.09
H -4.043207 -2.960299 0.844650 0.05 0.00 0.03
H -3.035648 -1.508891 0.934895 -0.02 -0.06 0.02
H -2.567276 -2.952006 1.830674 -0.04 0.02 -0.05
H -3.193192 -5.413941 -0.294902 0.07 0.01 -0.02
H -1.535264 -5.518815 0.333941 -0.06 0.03 -0.06
H -1.825607 -5.589385 -1.410631 -0.02 0.01 0.07
H -3.783311 -3.398510 -2.292219 0.03 0.05 0.01
H -2.263571 -2.838696 -3.020804 -0.07 -0.02 0.03
H -3.260927 -1.712755 -2.108894 0.01 -0.05 -0.01
H 0.087889 -2.903199 0.553320 -0.06 -0.16 -0.06
H -0.094013 -2.432575 -3.730404 0.07 -0.03 -0.02
H -0.318847 -4.188035 -3.602402 0.04 0.05 0.00
H 1.249001 -3.526818 -4.098241 -0.05 -0.03 0.03
H 2.399049 -1.289386 -1.552165 0.06 -0.07 -0.01
H 3.205480 -2.586236 -2.460903 -0.01 -0.02 0.02
H 3.154272 -2.624251 -0.691536 -0.04 0.01 -0.13
H 0.589966 -5.789404 -1.520346 0.04 0.02 0.04
H 1.520027 -5.217061 -0.127441 0.02 0.02 -0.08
H 2.315490 -5.416225 -1.699170 -0.07 0.00 0.02
```
Positions in Å, forces in eV/Å.

***

A structure of composition C48H49InN5O5Te in a non-equilibrium geometry. Source: the OMol25 dataset; level of theory: ωB97M-V with the def2-TZVPD basis set.

HOMO-LUMO gap (alpha / beta) = 6.50 / 5.93 eV
Lowest unoccupied orbital energy (alpha / beta) = -1.16 / -1.73 eV
Spin multiplicity = 2
E = -80718.8108 eV
Relative energy (zero: lowest compared OMol25 entry of this formula, charge and spin) = 0.613 eV

The geometry in XYZ format:
```
109
Properties=species:S:1:pos:R:3:forces:R:3
In -0.567107 0.410133 1.082678 -1.51 -2.26 1.19
C -4.792657 4.811383 2.576472 -0.88 -0.10 -0.92
C -3.392434 4.383183 2.128129 0.60 -0.06 0.78
C -2.867425 5.003331 0.844739 -0.78 1.53 0.13
C -2.686909 6.409837 0.970194 0.67 -1.23 -0.11
C -2.068439 7.172068 0.008737 -0.83 -0.21 0.26
C -1.747061 6.559898 -1.192470 0.12 -0.46 -0.53
C -1.971524 5.190242 -1.447976 -0.69 1.42 1.55
C -1.486362 4.671109 -2.773689 -0.05 -0.57 -0.41
C -1.790728 5.581274 -3.996852 0.57 -0.21 0.45
C -2.612805 4.415359 -0.398524 1.09 0.53 -1.41
N -2.720781 3.044193 -0.650519 -0.60 -1.10 1.75
C -3.686528 2.382908 -0.073735 1.10 1.07 -0.79
C -3.678901 0.980170 0.093125 -0.29 -2.39 -0.47
C -4.825760 0.177176 -0.082318 0.95 0.00 0.61
C -4.408427 -1.173138 -0.075128 -0.63 0.30 -0.16
C -3.045838 -1.142423 0.025747 1.02 -0.86 0.35
N -2.550953 0.114855 0.166627 -0.16 1.36 -0.02
H -5.161872 4.116542 3.323793 -0.04 -0.05 0.24
H -5.515152 4.771687 1.732034 0.33 0.13 0.46
H -4.830217 5.823642 3.017061 0.14 -0.41 -0.36
H -3.250341 3.295711 2.227697 -0.19 0.31 -0.43
H -2.771339 4.791724 2.932686 0.41 -0.22 -0.18
H -2.931881 6.850551 1.914473 -0.14 0.23 0.42
H -1.935871 8.230761 0.216800 0.19 -0.14 -0.36
H -1.325584 7.200413 -1.965466 0.10 -0.31 0.12
H -1.854361 3.628929 -2.977397 0.42 0.96 0.29
H -0.371264 4.659234 -2.717690 -0.55 -0.32 0.01
H -2.832929 5.556639 -4.317768 0.03 0.02 0.19
H -1.169043 5.155337 -4.788900 -0.19 0.39 -0.27
H -1.478517 6.631469 -3.802191 -0.26 -0.80 -0.35
H -4.621857 2.821827 0.284071 0.15 0.53 -0.08
H -5.837000 0.512355 -0.240980 -0.02 0.24 0.12
H -5.039318 -2.061374 -0.081064 0.29 0.32 -0.31
H -2.361174 -1.986390 -0.022219 -0.09 0.13 0.26
O 0.094865 3.265903 2.374769 0.32 -0.19 0.05
C 0.355043 2.324304 3.113688 -0.44 0.51 -0.32
O -0.303362 1.197994 3.088135 0.07 -0.93 -1.09
C 1.538174 2.360146 4.038275 1.61 0.54 0.20
C 1.978674 1.198896 4.692896 -0.20 1.53 0.20
C 3.233674 1.175524 5.277567 1.17 -0.08 0.91
C 4.008192 2.345820 5.240290 -0.22 -0.50 -1.14
C 3.578697 3.543281 4.673446 0.88 -0.23 0.85
C 2.363878 3.525750 4.068602 -2.20 0.01 -0.59
N 5.424092 2.223750 5.494261 4.10 -0.15 1.06
O 5.850573 1.160619 5.992086 -1.13 1.72 -0.82
O 6.235503 3.154119 5.189710 -2.69 -1.89 0.56
H 1.253694 0.443176 4.833499 -0.24 -1.09 -0.25
H 3.702595 0.296897 5.801526 -0.83 0.91 -0.80
H 4.231160 4.420340 4.756855 -0.40 -0.41 -0.32
H 1.958145 4.438298 3.625843 0.16 -0.36 -0.06
N 1.226887 2.249641 -0.982097 -1.89 -2.13 2.67
C 0.696456 1.593830 -0.167027 2.15 2.82 -3.24
H 1.431732 2.867697 -1.734837 0.28 0.29 -0.28
C 6.530767 -4.218667 -4.931946 0.23 -0.28 -1.09
C 5.482038 -3.675709 -4.000317 -2.25 -1.03 0.29
C 5.053103 -2.373880 -3.933575 0.77 2.20 0.19
C 3.955233 -1.869811 -3.140650 0.32 -0.73 -0.48
C 3.721490 -0.377936 -3.003620 -0.20 0.18 0.46
C 3.149381 -2.823453 -2.519541 1.34 -0.77 1.16
Te 1.487622 -2.115871 -0.957963 -0.50 0.92 -1.12
N 0.363965 -1.624029 0.827634 -0.38 1.05 0.89
C 0.760478 -2.376939 1.883196 -1.06 -0.50 0.40
O 1.649864 -3.225535 1.824323 0.09 0.40 0.41
C -0.051663 -2.206801 3.194634 -0.10 0.05 -0.41
C 0.676013 -2.147677 4.368224 1.00 0.41 1.16
C 0.076314 -1.701593 5.572291 -0.43 -0.23 -0.67
C -1.296822 -1.349621 5.589004 0.73 -0.11 -0.29
C -2.045441 -1.484146 4.416060 0.45 -0.68 -0.37
C -1.448951 -1.998084 3.262489 0.53 0.79 -0.81
C -0.262499 -3.065823 -1.783624 0.46 0.46 -1.45
C -0.811675 -2.625527 -3.026417 -0.17 -1.09 -0.52
C -0.384589 -1.343535 -3.767020 0.49 -1.00 0.06
C -1.819957 -3.442063 -3.624564 0.63 1.36 0.72
C -2.375681 -4.570002 -3.014450 -0.57 -0.23 0.05
C -3.508906 -5.424194 -3.601133 0.37 1.13 -1.09
C -1.870376 -4.892594 -1.782881 0.87 0.74 0.03
C -0.777125 -4.209489 -1.216897 -0.48 -0.75 0.35
C -0.259960 -4.852618 0.019508 0.34 -0.80 1.13
C 3.638478 -4.164240 -2.423858 -1.49 -0.15 -0.40
C 2.872655 -5.235713 -1.639948 -0.22 0.11 -1.11
C 4.651122 -4.578887 -3.261542 0.98 0.58 -0.49
H 7.055046 -3.469250 -5.539400 -0.26 0.24 0.43
H 6.102449 -4.901470 -5.722485 0.15 0.47 1.05
H 7.318126 -4.768180 -4.408969 -0.23 -0.07 0.07
H 5.688264 -1.617116 -4.453172 -0.68 -0.44 0.34
H 2.653898 -0.119031 -3.038689 0.24 -0.19 0.08
H 4.207422 0.196006 -3.772205 0.31 0.03 -0.58
H 4.126043 0.044371 -2.057123 -0.27 -0.54 -0.33
H 1.784865 -2.370994 4.355648 -1.45 0.28 -0.08
H 0.734503 -1.597699 6.442790 -0.56 -0.06 -0.17
H -1.796303 -0.962769 6.474875 0.34 -0.05 -0.05
H -3.090505 -1.203501 4.324132 0.08 -0.09 0.43
H -2.056130 -2.100591 2.348287 0.33 0.05 0.47
H -0.766635 -0.546606 -3.152678 0.02 0.76 0.07
H -0.872874 -1.312052 -4.750720 0.14 0.05 0.32
H 0.726542 -1.206120 -3.927179 -1.18 -0.36 0.36
H -2.265800 -3.033415 -4.511644 -0.08 -0.15 -0.55
H -4.392976 -4.805871 -3.842930 0.37 -0.15 0.17
H -3.833722 -6.204621 -2.930045 0.13 -0.21 0.21
H -3.191554 -5.864029 -4.571250 -0.13 0.09 0.63
H -2.259058 -5.689176 -1.192830 -0.34 -0.71 0.11
H -0.058386 -5.941566 -0.128165 -0.16 0.77 -0.08
H -1.015709 -4.807845 0.825188 0.20 0.05 -0.24
H 0.649480 -4.416067 0.439245 -0.22 -0.09 -0.28
H 2.752122 -4.972643 -0.590515 0.26 -0.10 0.09
H 3.360052 -6.230943 -1.780839 -0.46 0.80 0.33
H 1.844441 -5.263048 -2.064780 0.51 -0.24 0.28
H 4.771172 -5.637929 -3.419671 0.38 -0.31 0.32
```
Positions in Å, forces in eV/Å.

***

Among the records above, which one has the highest E? C48H49InN5O5Te